Entry 1
Molecular formula: C5H7ClN2
Method: DFT, ωB97M-V/def2-TZVPD

Last column: Löwdin charge in e.
Atoms and positions in Å:
H (3.3152, 0.5689, 0.3673)  0.005
N (2.8812, -0.2894, 0.1293)  0.118
C (1.6276, -0.3048, -0.1166)  -0.482
N (0.8884, -1.4707, -0.2012)  0.031
C (-0.5307, -1.2028, -0.0958)  -0.142
C (-0.6421, 0.3186, -0.0082)  -0.257
C (-1.9314, 1.0725, 0.0537)  -0.030
C (0.6073, 0.7422, -0.1237)  -0.576
Cl (1.1775, 2.3829, -0.1274)  0.690
H (1.2657, -2.4102, -0.0131)  0.155
H (-1.0000, -1.6345, -0.9895)  0.129
H (-0.9538, -1.5900, 0.8347)  0.127
H (-2.5192, 0.9849, -0.8592)  0.092
H (-1.7058, 2.1306, 0.2839)  0.080
H (-2.4799, 0.7017, 0.8658)  0.060

Computed properties:
- spin multiplicity = 1
- HOMO-LUMO gap (eV) = 9.5
- SMILES string = [H]/N=C1/NCC(C)=C1Cl

Entry 2
Molecular formula: C5H7ClN2
Method: DFT, ωB97M-V/def2-TZVPD

Last column: Löwdin charge in e.
Atoms and positions in Å:
C (1.4167, 0.8402, 0.1512)  -0.118
C (0.8849, -0.4376, -0.4717)  -0.736
Cl (1.8054, -1.8864, 0.0321)  0.615
N (-0.4872, -0.6402, -0.1929)  -0.121
C (-1.1831, -0.4310, 0.9966)  -0.082
C (-2.4106, -0.8492, 0.7934)  -0.160
N (-2.6305, -1.3155, -0.4964)  0.091
C (-1.4571, -1.1801, -1.0100)  -0.187
H (1.7580, 0.8844, 1.2180)  0.088
H (2.2989, 1.0888, -0.5521)  0.108
H (0.5934, 1.5808, 0.0974)  0.089
H (1.0192, -0.2879, -1.5279)  0.104
H (-0.6002, 0.1212, 1.7280)  0.123
H (-3.1838, -0.7481, 1.4878)  0.084
H (-1.3610, -1.3619, -2.0180)  0.104

Computed properties:
- spin multiplicity = 1
- HOMO-LUMO gap (eV) = 10.0
- SMILES string = C[C@@H](Cl)n1ccnc1

Order of stability, best first: entry 1, entry 2

Entry 1
Molecular formula: C5H7ClN2
Method: DFT, ωB97M-V/def2-TZVPD

Last column: Löwdin charge in e.
Atoms and positions in Å:
C (-1.1683, 1.4959, -0.0860)  -0.070
C (-0.0200, 0.4909, 0.1588)  -0.366
C (1.0743, 0.4993, -0.8497)  -0.134
N (2.0293, -0.3572, -0.9903)  0.029
N (1.9844, -1.4972, -0.1599)  0.033
C (0.9073, -1.7083, 0.5448)  -0.190
C (-0.4063, -1.0008, 0.4517)  -0.619
Cl (-1.4548, -1.8123, -0.7872)  0.602
H (-0.7452, 2.4969, -0.0330)  0.076
H (-1.9723, 1.4559, 0.6608)  0.083
H (-1.6503, 1.3618, -1.0603)  0.077
H (0.4897, 0.8395, 1.0861)  0.161
H (1.0455, 1.3676, -1.4735)  0.108
H (0.8980, -2.5988, 1.1576)  0.103
H (-1.0114, -1.0332, 1.3802)  0.108

Computed properties:
- spin multiplicity = 1
- HOMO-LUMO gap (eV) = 9.9
- SMILES string = C[C@@H]1C=NN=C[C@@H]1Cl

Entry 2
Molecular formula: C5H7ClN2
Method: DFT, ωB97M-V/def2-TZVPD

Last column: Löwdin charge in e.
Atoms and positions in Å:
C (-0.5663, -0.8007, 1.6565)  -0.058
C (-0.2889, 0.0392, 0.4482)  -0.257
C (-0.8194, 1.3155, 0.1375)  -0.674
Cl (-1.8993, 2.2060, 1.1394)  0.655
C (-0.3158, 1.7350, -1.0688)  -0.133
N (0.5019, 0.7408, -1.5271)  0.069
C (0.5338, -0.2996, -0.6261)  -0.329
N (1.3313, -1.4248, -0.9092)  0.089
H (-1.6247, -1.0335, 1.7401)  0.074
H (-0.0215, -1.7435, 1.6246)  0.065
H (-0.2459, -0.2729, 2.5776)  0.086
H (-0.4646, 2.6479, -1.6417)  0.118
H (1.0336, 0.7266, -2.3610)  0.139
H (0.7892, -2.2667, -0.9691)  0.075
H (2.0568, -1.5693, -0.2209)  0.081

Computed properties:
- spin multiplicity = 1
- HOMO-LUMO gap (eV) = 9.0
- SMILES string = Cc1c(Cl)c[nH]c1N

Order of stability, best first: entry 2, entry 1

Entry 1
Molecular formula: C4H2F2O
Method: DFT, ωB97M-V/def2-TZVPD

Last column: Löwdin charge in e.
Atoms and positions in Å:
C (1.6287, -2.3784, 0.4137)  0.167
C (1.2790, -1.2264, 0.1535)  -0.185
C (0.3129, -0.0367, -0.3968)  -0.105
C (1.6664, 0.2972, 0.0870)  -0.397
O (-0.8060, 0.3076, 0.4664)  0.025
F (2.0168, 1.0465, 1.1926)  0.122
F (2.5768, 0.5655, -0.8729)  0.122
H (0.2364, 0.0147, -1.4477)  0.144
H (-1.5880, -0.2194, 0.2568)  0.107

Computed properties:
- spin multiplicity = 1
- HOMO-LUMO gap (eV) = 9.9

Entry 2
Molecular formula: C4H2F2O
Method: DFT, ωB97M-V/def2-TZVPD

Last column: Löwdin charge in e.
Atoms and positions in Å:
C (1.8978, 0.1780, 2.0688)  0.165
C (1.4564, 0.1166, 0.8822)  -0.208
C (1.1708, 0.0013, -0.3818)  0.034
C (1.9874, 0.7012, -1.4356)  -0.359
O (1.9203, 1.7555, -1.9179)  0.229
F (-1.8950, 0.5762, 1.7238)  -0.090
F (3.0188, -0.2365, -1.8993)  0.003
H (0.3986, -0.7219, -0.7530)  0.154
H (-1.1963, 0.0383, 2.0458)  0.071

Computed properties:
- spin multiplicity = 1
- HOMO-LUMO gap (eV) = 8.5

Order of stability, best first: entry 2, entry 1